{
  "formula": "C24H53IrN11",
  "method": "the ωB97M-V functional and the def2-TZVPD basis",
  "multiplicity": 6,
  "energy_ev": -44934.4339,
  "e_above_lowest_kj_mol": 117.1,
  "s_squared": 8.816,
  "homo_lumo_gap_ev": [8.581, 3.939],
  "charge": 4,
  "symbols": ["Ir", "C", "N", "C", "C", "N", "C", "C", "N", "C", "C", "N", "C", "N", "C", "C", "N", "C", "C", "C", "C", "N", "C", "N", "C", "C", "N", "C", "C", "N", "C", "C", "H", "H", "H", "H", "H", "H", "H", "H", "H", "H", "H", "H", "H", "H", "H", "H", "H", "H", "H", "H", "H", "H", "H", "H", "H", "H", "H", "H", "H", "H", "H", "H", "H", "H", "H", "H", "H", "H", "H", "H", "H", "H", "H", "H", "H", "H", "H", "H", "C", "C", "C", "N", "H", "H", "H", "H", "H"],
  "coordinates": [[-0.114, 0.331, -0.490], [-1.252, 4.756, 2.150], [-1.525, 4.592, 0.750], [-2.416, 5.565, 0.179], [-0.972, 3.600, -0.045], [-0.994, 2.317, 0.269], [-1.796, 1.819, 1.376], [-0.919, 1.125, 2.432], [-0.044, 0.087, 1.860], [1.334, 0.224, 2.339], [2.088, 1.246, 1.478], [2.104, 0.733, 0.124], [3.255, 0.554, -0.514], [4.365, 1.310, -0.269], [5.696, 0.750, -0.251], [4.298, 2.713, 0.051], [3.352, -0.411, -1.459], [4.219, -0.295, -2.609], [2.600, -1.636, -1.330], [-0.511, -1.289, 2.066], [-1.914, -1.531, 1.530], [-2.044, -1.164, 0.133], [-3.115, -1.570, -0.520], [-3.085, -1.470, -1.904], [-4.261, -1.094, -2.644], [-2.103, -2.224, -2.638], [-4.239, -2.100, 0.026], [-4.850, -1.699, 1.277], [-5.040, -3.079, -0.675], [-0.440, 4.022, -1.206], [-0.235, 3.134, -2.318], [0.112, 5.351, -1.390], [-0.882, 5.770, 2.332], [-0.501, 4.051, 2.490], [-2.158, 4.658, 2.756], [-3.342, 5.588, 0.762], [-2.662, 5.323, -0.850], [-2.004, 6.577, 0.228], [-2.504, 1.107, 0.943], [-2.383, 2.596, 1.868], [-1.553, 0.705, 3.218], [-0.292, 1.885, 2.903], [1.847, -0.736, 2.260], [1.365, 0.532, 3.389], [3.091, 1.368, 1.892], [1.565, 2.206, 1.517], [5.680, -0.329, -0.367], [6.170, 0.985, 0.708], [6.336, 1.190, -1.021], [3.281, 3.082, -0.050], [4.945, 3.263, -0.640], [4.672, 2.919, 1.058], [4.651, 0.699, -2.675], [3.632, -0.470, -3.513], [5.022, -1.034, -2.595], [3.079, -2.291, -0.596], [2.582, -2.160, -2.281], [1.567, -1.436, -0.997], [-0.513, -1.542, 3.136], [0.180, -1.970, 1.559], [-2.622, -0.980, 2.154], [-2.143, -2.597, 1.653], [-4.977, -0.586, -2.006], [-4.743, -1.945, -3.136], [-3.962, -0.409, -3.441], [-2.424, -3.262, -2.770], [-1.160, -2.222, -2.100], [-1.985, -1.796, -3.630], [-4.562, -0.692, 1.569], [-4.616, -2.406, 2.076], [-5.934, -1.712, 1.149], [-4.533, -3.504, -1.533], [-6.004, -2.668, -0.980], [-5.257, -3.897, 0.014], [-1.025, 2.383, -2.361], [0.740, 2.639, -2.260], [-0.270, 3.722, -3.234], [0.308, 5.842, -0.441], [-0.539, 5.986, -1.994], [1.058, 5.251, -1.925], [1.195, 1.040, -5.865], [0.518, -0.179, -5.215], [0.319, -0.047, -3.822], [0.156, 0.057, -2.684], [1.390, 0.803, -6.907], [2.141, 1.291, -5.394], [0.544, 1.909, -5.842], [1.107, -1.084, -5.397], [-0.454, -0.326, -5.697]],
  "forces_ev_per_angstrom": [[1.762, 0.012, -0.194], [0.487, -0.200, 0.653], [-0.685, 0.371, 0.409], [-0.533, 0.341, -0.557], [1.105, -0.666, -1.337], [-0.134, 0.034, 0.408], [-0.262, 0.084, 0.576], [-0.189, 0.227, -0.081], [-0.453, 0.023, -0.998], [0.970, 0.533, -0.019], [-0.098, -0.522, 0.270], [-1.406, 0.100, -0.261], [0.941, 0.197, -0.354], [-1.250, -0.660, -0.152], [0.871, -0.093, -0.004], [0.151, 0.557, 0.120], [-0.355, 0.469, 0.447], [0.384, -0.068, -0.439], [-0.176, -0.339, 0.373], [-0.346, -0.361, 0.054], [0.175, 0.045, 0.467], [0.677, -0.090, 0.124], [-0.998, -0.503, 0.014], [-0.171, -0.076, 0.359], [-0.548, 0.310, -0.379], [0.567, -0.038, -0.202], [0.932, 0.421, -0.541], [-0.273, 0.289, 0.720], [-0.453, -0.684, -0.347], [-0.423, -0.067, 0.868], [-0.068, -0.484, -0.457], [0.245, 0.598, -0.155], [0.016, 0.061, -0.120], [0.032, -0.022, -0.034], [-0.153, 0.017, -0.129], [0.041, -0.059, 0.179], [0.102, -0.031, -0.013], [0.146, -0.007, 0.047], [-0.053, 0.101, 0.102], [-0.042, -0.087, -0.018], [-0.006, 0.084, 0.029], [-0.009, -0.120, 0.021], [-0.098, 0.045, -0.017], [-0.166, -0.136, 0.030], [-0.069, 0.078, -0.040], [0.116, 0.157, 0.073], [-0.053, -0.002, -0.001], [-0.122, -0.081, -0.027], [-0.116, -0.070, -0.065], [-0.025, 0.024, 0.001], [-0.109, -0.020, 0.022], [-0.107, -0.025, 0.011], [-0.009, -0.025, 0.064], [-0.024, -0.006, -0.030], [0.037, 0.051, 0.032], [-0.125, -0.092, -0.025], [-0.076, 0.044, -0.059], [0.290, -0.252, -0.174], [0.032, -0.017, -0.108], [0.049, 0.162, 0.116], [-0.082, -0.056, -0.084], [-0.112, 0.103, 0.005], [-0.043, -0.030, 0.060], [0.015, -0.016, 0.103], [0.103, -0.019, 0.013], [-0.113, -0.065, 0.079], [0.096, -0.055, 0.003], [0.019, 0.056, -0.005], [-0.005, 0.003, -0.031], [0.039, 0.033, -0.031], [0.070, 0.064, -0.052], [0.118, 0.019, -0.025], [0.050, 0.094, -0.081], [0.058, 0.024, 0.070], [0.104, 0.115, -0.012], [-0.070, 0.032, 0.007], [-0.002, -0.005, 0.007], [0.031, 0.002, 0.084], [-0.042, -0.030, 0.028], [-0.025, 0.043, 0.118], [0.061, 0.081, -0.038], [0.259, -0.114, -1.588], [-0.261, 0.155, 1.969], [-0.162, 0.145, -0.106], [0.011, -0.014, -0.043], [0.067, -0.048, 0.073], [-0.061, 0.072, 0.045], [-0.065, 0.017, 0.070], [-0.005, -0.138, 0.114]]
}